(1)
Molecular formula: C39H77ClNO12P
Method: DFT, wB97M-V/def2-TZVPD

Structure (ORCA input):
```
! RIJCOSX wB97M-V def2-TZVPD def2/J DEFGRID3
* xyz 0 1
C 3.92930 -1.23732 3.57588
C 4.05494 -1.86251 2.07046
C 2.75705 -1.61053 1.17414
C 3.29643 -1.40089 -0.35449
C 1.72494 -2.82146 1.11362
O 2.12907 -3.92341 1.58039
O 0.43358 -2.82782 0.51889
C -0.53935 -1.97391 1.23273
C -0.44940 -0.55051 0.52194
C -1.08250 0.69547 1.28612
C -0.10745 1.97556 1.01157
C -0.53433 3.11620 2.04993
O 0.65365 3.65693 2.71057
C 0.27254 3.91455 4.06073
C -0.93013 4.88211 4.48788
O 0.95029 3.35672 4.95372
C -1.95626 -2.74717 0.95720
Cl -1.95924 -3.61486 -0.68027
C -3.24885 -1.82919 1.11604
C -3.86499 -1.25645 -0.26414
P -0.32568 -1.97335 3.11189
N 0.75499 -0.86526 3.57775
O 0.05033 -3.53687 3.70694
O -1.79781 -1.51700 3.90216
H 3.21658 -1.94334 4.13828
H 4.94076 -1.12189 4.08863
H 3.36786 -0.23413 3.51582
H 4.90759 -1.25624 1.57858
H 4.42216 -2.93708 2.10732
H 2.30456 -0.60654 1.47334
H 3.86696 -0.40756 -0.41261
H 4.09507 -2.21630 -0.50995
H 2.46203 -1.48590 -1.12310
H -1.01720 -0.65633 -0.47862
H 0.61740 -0.24909 0.20660
H -1.19392 0.60632 2.41076
H -2.09757 0.93264 0.82691
H -0.30818 2.26649 -0.08558
H 1.00320 1.67989 1.10708
H -1.02002 3.96367 1.45117
H -1.28575 2.71336 2.81175
H -1.91777 4.29884 4.58896
H -1.05449 5.77634 3.77372
H -0.71279 5.29217 5.53655
H -1.99808 -3.57492 1.74430
H -4.07734 -2.50476 1.55386
H -3.15822 -0.95325 1.83240
H -4.44173 -2.06859 -0.81943
H -4.59534 -0.41815 0.04806
H -3.09663 -0.79200 -0.96166
H 0.24983 -0.18045 4.17393
H 0.85562 -3.39122 4.26826
H -1.55236 -1.32352 4.83538
C -6.54762 -1.09676 -4.90205
C -6.45635 -2.52128 -5.39644
C -5.17585 -3.00027 -4.74376
O -5.04619 -2.28442 -3.50738
C -6.00188 -1.21568 -3.49168
H -7.55810 -0.68424 -4.93427
H -5.89640 -0.45494 -5.50116
H -7.30681 -3.09972 -5.01953
H -6.43925 -2.60877 -6.48365
H -4.30268 -2.76319 -5.36062
H -5.18162 -4.07455 -4.54669
H -6.79196 -1.48356 -2.78085
H -5.52092 -0.29667 -3.14799
C -4.40970 -0.72329 -9.78638
C -3.27359 -1.51529 -9.17862
C -3.36612 -1.12764 -7.71596
O -4.74868 -0.85520 -7.44479
C -5.45577 -0.78173 -8.69073
H -4.76588 -1.12416 -10.73678
H -4.09511 0.31299 -9.94802
H -3.46542 -2.58707 -9.29397
H -2.29916 -1.29409 -9.61716
H -2.79786 -0.21437 -7.50986
H -3.01021 -1.91690 -7.04990
H -6.07302 -1.68276 -8.77936
H -6.11209 0.09135 -8.68969
C 3.37173 4.04498 7.26862
C 4.54518 4.71208 7.95302
C 5.72426 3.97527 7.34746
O 5.33511 3.58765 6.02376
C 3.92115 3.79019 5.87948
H 2.46401 4.65012 7.26274
H 3.14599 3.09372 7.76168
H 4.58355 5.77070 7.67538
H 4.51516 4.64591 9.04210
H 5.95503 3.06386 7.90978
H 6.62494 4.59219 7.29957
H 3.77196 4.65851 5.22832
H 3.47111 2.91753 5.40384
C 9.13271 1.01106 2.88154
C 9.11365 -0.23699 3.73643
C 7.73133 -0.79064 3.45226
O 7.39501 -0.40370 2.11631
C 8.34472 0.57015 1.66310
H 10.13695 1.36068 2.63596
H 8.60412 1.82070 3.39521
H 9.87687 -0.93930 3.38522
H 9.28750 -0.04685 4.79682
H 6.98310 -0.35679 4.12348
H 7.68992 -1.87885 3.54114
H 8.99300 0.08750 0.92342
H 7.82113 1.39787 1.17965
C 0.59140 8.01066 -0.42447
C -0.42900 7.92156 -1.53769
C -0.55391 6.42319 -1.73166
O -0.30350 5.81703 -0.45594
C 0.23135 6.81106 0.42951
H 0.55856 8.95144 0.12750
H 1.59942 7.88881 -0.83404
H -1.38444 8.33543 -1.19893
H -0.13383 8.44587 -2.44802
H 0.19846 6.04903 -2.43401
H -1.54254 6.12782 -2.09053
H -0.54666 7.06271 1.15932
H 1.09166 6.40276 0.96436
C -3.24230 -8.41661 -3.52132
C -2.47696 -7.28023 -2.87942
C -2.83970 -6.11137 -3.77387
O -4.15863 -6.36676 -4.27577
C -4.51198 -7.72357 -3.97564
H -3.43208 -9.25434 -2.84817
H -2.69035 -8.79272 -4.38912
H -2.85270 -7.10595 -1.86594
H -1.40120 -7.45276 -2.81924
H -2.16186 -6.04167 -4.63153
H -2.82790 -5.15630 -3.24192
H -5.26161 -7.70593 -3.17697
H -4.95406 -8.19201 -4.85786
*
```

Summary:
* orbital gap: 0.3442 hartree
* SMILES string: CC[C@@H](C)C(=O)O[C@@](CCCCOC(C)=O)([C@H](Cl)CC)P(=N)(O)O.C1CCOC1.C1CCOC1.C1CCOC1.C1CCOC1.C1CCOC1.C1CCOC1
* highest occupied orbital energy: -8.98 eV

(2)
Molecular formula: C8H8BrN2O3
Method: DFT, wB97M-V/def2-TZVPD

Structure (ORCA input):
```
! RIJCOSX wB97M-V def2-TZVPD def2/J DEFGRID3
* xyz 1 1
C 0.69270 2.26426 0.75974
C 0.42837 1.43858 -0.45501
O -0.12641 1.81843 -1.44352
C 1.01008 0.02551 -0.41066
Br 2.63062 -0.16136 0.51533
C 0.59929 -1.03059 -1.19499
C 1.36874 -2.18191 -1.68591
O -0.71342 -0.95769 -1.47678
C -1.35358 -0.43773 -0.46481
N -2.48152 0.25466 -0.61312
C -3.03558 0.35500 0.57000
N -2.38198 -0.32642 1.53359
C -1.21789 -0.86917 0.98603
O -0.41996 -1.60031 1.49668
H 1.72655 2.61881 0.71899
H 0.57276 1.70360 1.68583
H 0.04483 3.13734 0.74660
H 1.02979 -2.43075 -2.69329
H 2.43822 -1.99006 -1.68599
H 1.17426 -3.05498 -1.05722
H -3.93492 0.92353 0.73754
H -2.64376 -0.39116 2.50853
*
```

Summary:
* orbital gap (alpha / beta): 0.2400 / 0.2402 hartree
* relative energy (zero: lowest compared OMol25 entry of this formula, charge and spin): 8.01 kcal per mole
* SMILES string: CC(=O)/C(Br)=C(/C)OC1=NC=[NH+]C1=O
* highest occupied orbital energy (alpha / beta): -13.32 / -13.32 eV

(3)
Molecular formula: C13H17BN3O7S
Method: DFT, wB97M-V/def2-TZVPD

Structure (ORCA input):
```
! RIJCOSX wB97M-V def2-TZVPD def2/J DEFGRID3
* xyz -1 1
C -3.97601 -1.17541 -0.04269
C -2.63872 -0.47043 -0.57044
B -1.57431 -1.49704 -1.19885
O -1.88588 -2.84436 -1.52999
C -0.07984 -0.89617 -1.48912
C 0.40472 -0.85801 -2.91179
N 1.59441 -0.36788 -3.35573
C 2.32218 0.11209 -2.26768
C 3.67326 0.71546 -2.56380
C 4.57491 1.22483 -1.54755
C 4.13910 1.14559 -0.11549
C 2.82188 0.58435 0.22968
C 2.47265 0.53590 1.75608
C 1.02747 1.07713 2.11880
C 1.03726 2.19698 3.26735
S 0.05083 3.63976 2.65585
O 0.39771 4.80579 3.48024
O 0.38056 3.95442 1.26065
O -1.52237 3.19804 2.85753
C 1.90935 0.06297 -0.85330
N 0.68068 -0.45495 -0.44480
H -4.84902 -0.74174 -0.62186
H -3.96928 -2.28977 -0.21063
H -4.16875 -0.93295 1.03675
H -2.20607 0.14774 0.26670
H -2.95360 0.26877 -1.37638
H -2.19304 -2.82443 -2.46374
H -0.28795 -1.27694 -3.69641
H 4.00020 0.77296 -3.63822
H 5.56503 1.61847 -1.88505
H 4.82852 1.50222 0.68478
H 2.66328 -0.49693 2.17303
H 3.21151 1.20645 2.29619
H 0.42452 1.37908 1.22432
H 0.46828 0.20540 2.57975
H 2.06855 2.48988 3.58893
H 0.48527 1.85132 4.19228
H -1.90305 2.98849 1.97961
N -4.24878 -5.14143 -1.21534
O -3.96840 -6.34862 -1.10590
O -4.32422 -4.42178 -0.19795
O -4.45286 -4.64521 -2.34581
*
```

Summary:
* orbital gap: 0.2096 hartree
* highest occupied orbital energy: -4.45 eV